{"formula": "C27H70Li5N6O12", "method": "ωB97M-V/def2-TZVPD", "homo_ev": -14.930, "total_energy_ev": -63621.5062, "multiplicity": 1, "total_charge": 3, "homo_lumo_gap_ev": 3.666, "species": ["Li", "Li", "Li", "Li", "Li", "O", "C", "C", "O", "H", "H", "H", "H", "C", "O", "N", "N", "H", "H", "H", "H", "C", "O", "C", "C", "N", "C", "C", "O", "C", "H", "H", "H", "H", "H", "H", "H", "H", "H", "H", "H", "H", "H", "H", "H", "C", "O", "C", "C", "N", "C", "C", "O", "C", "H", "H", "H", "H", "H", "H", "H", "H", "H", "H", "H", "H", "H", "H", "H", "C", "O", "C", "C", "N", "C", "C", "O", "C", "H", "H", "H", "H", "H", "H", "H", "H", "H", "H", "H", "H", "H", "H", "H", "C", "O", "C", "C", "N", "C", "C", "O", "C", "H", "H", "H", "H", "H", "H", "H", "H", "H", "H", "H", "H", "H", "H", "H", "O", "H", "H"], "xyz": [[-13.86047, -18.23084, -9.42674], [-13.91293, -16.02201, -10.74487], [-13.06978, -14.52410, -9.19920], [-15.84664, -14.64316, -10.28738], [-15.86552, -17.25149, -11.14285], [-15.37021, -18.02719, -9.78572], [-15.66565, -17.17940, -8.69861], [-14.72954, -15.88319, -8.48491], [-14.50705, -14.98833, -9.51954], [-15.54284, -17.69463, -7.74595], [-16.70457, -16.84989, -8.71192], [-13.78064, -16.31221, -8.16301], [-14.88096, -15.28272, -7.58791], [-17.53507, -19.83818, -8.89139], [-18.28143, -20.79506, -8.65187], [-16.34372, -19.93809, -9.36541], [-17.89711, -18.59731, -8.85278], [-15.78335, -20.74826, -9.58833], [-15.86054, -19.05429, -9.43973], [-18.84506, -18.51347, -8.51447], [-17.30697, -17.82671, -9.13207], [-14.51482, -21.30032, -11.40699], [-14.05086, -20.20476, -10.56681], [-12.78420, -20.55542, -9.94728], [-12.08766, -19.53093, -8.95067], [-12.94594, -18.69021, -8.04314], [-13.98456, -19.45802, -7.30261], [-14.41524, -18.64040, -6.11862], [-13.48661, -18.50185, -4.98929], [-13.15473, -19.61764, -4.24745], [-15.51509, -21.63252, -11.12914], [-13.87326, -22.18058, -11.36640], [-14.71502, -20.94611, -12.41821], [-11.95120, -20.71907, -10.63097], [-13.01705, -21.47828, -9.41603], [-11.34340, -18.83931, -9.34543], [-11.40443, -20.10093, -8.32107], [-12.21908, -18.45876, -7.38117], [-13.83295, -20.49896, -7.01705], [-14.79935, -19.66209, -7.99728], [-15.29382, -19.12124, -5.68853], [-14.88285, -17.67508, -6.31256], [-12.47547, -20.19136, -4.87798], [-14.02398, -20.09526, -3.79536], [-12.59419, -19.21673, -3.40296], [-17.60282, -15.03368, -7.98066], [-17.61957, -14.68487, -9.36440], [-17.70855, -13.26856, -9.54394], [-16.26475, -12.56964, -9.48857], [-15.40734, -13.14506, -10.53343], [-15.75887, -12.75456, -11.93597], [-15.31593, -11.36686, -12.36701], [-16.09079, -10.32961, -11.73443], [-15.45291, -8.97633, -11.78597], [-17.40094, -16.10176, -7.89977], [-18.59245, -14.89595, -7.54502], [-16.86052, -14.45621, -7.42965], [-18.36397, -12.83665, -8.78764], [-18.07321, -13.09008, -10.55550], [-15.70816, -12.46441, -8.55731], [-16.24980, -11.53189, -9.82166], [-14.44352, -12.98452, -10.27775], [-16.83003, -12.87048, -12.10113], [-15.07253, -13.45740, -12.40825], [-15.40507, -11.30315, -13.45149], [-14.31266, -11.08333, -12.04893], [-14.66907, -8.86564, -11.03668], [-16.18996, -8.31668, -11.32801], [-15.26015, -8.58752, -12.78586], [-16.44602, -17.79841, -3.77729], [-16.42064, -16.40971, -3.93434], [-16.00491, -15.95726, -5.27722], [-14.50564, -16.32167, -5.46791], [-13.57203, -15.80584, -4.39846], [-12.28324, -16.50580, -4.51628], [-11.30702, -16.18152, -3.45769], [-10.07402, -16.82755, -3.48921], [-9.12447, -16.27433, -2.65691], [-16.97540, -18.04100, -2.85589], [-15.49119, -18.31973, -3.70927], [-17.11654, -18.28820, -4.48341], [-16.15694, -14.88202, -5.37126], [-16.67808, -16.52732, -5.91752], [-14.27655, -16.03512, -6.49431], [-14.42680, -17.40119, -5.33941], [-13.89525, -15.88917, -3.44521], [-11.71397, -16.22928, -5.40373], [-12.35797, -17.58783, -4.62464], [-11.72000, -16.22253, -2.44979], [-11.20898, -15.09780, -3.52128], [-9.04218, -15.18750, -2.64578], [-8.10856, -16.63341, -2.82147], [-9.43585, -16.54751, -1.64868], [-9.53972, -19.25304, -4.18628], [-9.16111, -20.11483, -5.25826], [-10.01671, -20.10721, -6.41354], [-9.98963, -18.78632, -7.20998], [-11.27229, -18.16670, -7.07610], [-11.59751, -17.00065, -7.91209], [-10.88331, -15.74231, -7.69174], [-11.16598, -15.14100, -6.45352], [-10.36164, -14.06448, -6.02218], [-9.14226, -18.23903, -4.22997], [-9.19433, -19.58016, -3.20557], [-10.61968, -19.11790, -4.12707], [-10.98438, -20.45060, -6.04777], [-9.74581, -20.95326, -7.04513], [-9.81269, -19.01078, -8.26184], [-9.25383, -18.05108, -6.88421], [-11.25655, -17.75043, -6.15601], [-12.64655, -16.72311, -7.80914], [-11.45084, -17.32382, -8.94270], [-11.29320, -15.01126, -8.38863], [-9.81071, -15.91889, -7.77201], [-10.34119, -13.36236, -6.85568], [-9.33140, -14.42002, -6.03941], [-10.78269, -13.60534, -5.12775], [-13.05688, -14.17043, -7.59685], [-13.30682, -13.45361, -7.01382], [-13.34395, -14.96170, -7.14109]], "forces_ev_per_angstrom": [[2.2, -1.8, -0.5], [1.1, -0.6, -1.0], [3.5, 1.9, 0.0], [-3.8, -2.3, 0.2], [-2.1, -0.8, -1.8], [1.5, 7.7, -1.8], [1.0, 3.0, 1.3], [-0.4, -2.0, 0.8], [-0.9, -3.4, -1.4], [-0.4, -0.2, -0.4], [1.5, 0.5, -0.4], [-0.5, -0.4, -0.7], [-1.9, -0.4, -0.7], [-2.3, -6.2, -0.2], [0.3, 1.2, 0.4], [3.0, -3.1, -0.8], [-3.3, 4.1, 1.0], [-1.2, -0.1, 0.7], [-0.7, -3.0, 0.0], [0.0, 0.7, -0.2], [-2.0, -1.6, -0.1], [-0.8, 0.1, -0.4], [1.7, 0.3, -0.3], [0.7, 0.2, 1.0], [-1.9, -0.7, 0.5], [-8.7, -6.1, -5.5], [0.3, -0.1, -0.7], [-1.6, -5.6, -0.8], [-2.6, -1.5, -3.5], [0.4, -0.6, 0.7], [0.0, 0.0, 0.6], [0.2, 0.3, -0.2], [0.8, 0.0, -0.1], [-0.5, -0.4, -0.7], [0.5, 0.0, 0.2], [-0.5, -0.4, -1.4], [-0.6, -0.9, -0.2], [-2.6, -2.6, 1.4], [1.2, -0.2, 0.3], [-0.6, 0.4, 0.6], [-0.1, -0.7, -0.1], [0.5, -2.4, -2.1], [-0.4, -0.9, 0.6], [0.0, -0.5, -0.5], [0.2, -0.1, 0.0], [-0.9, 0.0, 0.4], [0.8, -0.3, -0.3], [1.7, 1.4, 0.3], [-0.7, 1.1, -0.7], [-0.1, 3.5, -1.4], [1.8, 0.8, 1.3], [-0.4, 1.8, 0.5], [0.5, 0.5, -0.3], [-1.6, -0.6, 1.0], [-0.6, 1.0, 0.6], [0.0, 0.3, 0.0], [-0.1, 0.0, 0.0], [-0.1, 0.1, -0.2], [-0.4, -0.1, 0.3], [-0.4, -0.9, 0.4], [-1.4, 0.4, 0.4], [-0.1, 0.7, -0.6], [0.2, -0.4, -0.3], [-0.6, -0.1, -1.4], [0.1, 0.1, -0.2], [0.7, -0.9, -0.3], [0.7, -0.6, -0.6], [-0.4, -0.1, -0.4], [0.3, -0.5, 0.0], [-1.1, -0.8, 0.6], [0.7, 1.5, -1.2], [0.7, -1.2, 2.6], [-0.4, 2.4, 4.5], [0.7, 0.7, -1.8], [1.5, -1.3, -0.2], [-0.5, 2.5, 2.1], [-0.9, 0.4, -2.1], [0.5, 0.5, 2.1], [0.2, 0.5, 0.3], [0.2, 0.4, -0.2], [0.2, 0.0, -0.7], [-0.3, 0.0, 0.4], [0.1, 0.1, -0.7], [0.9, -0.4, 1.2], [-0.1, 5.0, 2.3], [-0.8, -0.1, -0.1], [-1.2, 0.0, 0.7], [0.7, 1.6, 1.0], [-0.4, -0.7, 0.4], [0.7, 0.5, -0.1], [-0.4, 0.3, -0.5], [-0.3, -0.5, -0.4], [0.4, 0.1, 0.5], [0.0, 0.4, -0.3], [0.0, -0.2, -0.6], [1.3, -0.3, 1.8], [0.9, -0.4, -0.3], [8.9, 6.4, 5.1], [1.1, 1.9, 0.0], [2.0, 1.5, 1.2], [0.0, -0.8, -0.4], [0.8, 0.0, -2.0], [0.3, -0.6, -1.0], [0.1, -0.8, -0.3], [-0.1, -0.2, -0.1], [-0.7, 0.8, -0.3], [0.7, 0.1, 0.0], [0.4, 0.2, 0.2], [0.6, -0.6, 0.2], [-0.2, -0.2, 0.9], [1.3, -0.7, 0.8], [0.2, 0.7, -0.1], [0.9, 0.1, -1.1], [0.3, 0.6, -0.5], [-0.2, 0.8, 0.1], [0.2, 0.2, 1.1], [0.4, -0.4, 0.0], [-0.7, 1.8, 1.0], [0.2, 0.4, 0.4], [0.7, 0.1, 1.1]]}